Entry 1:
Density functional theory data (the ωB97M-V functional and the def2-TZVPD basis) for 8 unconnected molecules or ions with the total composition H16O8 at a distorted geometry.

XYZ file:
```
24
Properties=species:S:1:pos:R:3:forces:R:3
H 0.4028 0.2442 -0.0157 0.478 1.058 0.050
H 1.5468 1.2630 -0.1722 0.271 0.013 0.058
H 4.5443 -0.3153 -1.2379 0.924 -1.848 0.301
H 4.7339 -1.5791 -0.3039 0.097 0.375 -0.568
H 1.3956 -0.0773 2.3127 0.550 1.772 0.527
H 2.3648 0.9883 2.9071 2.404 -0.067 1.343
H -1.5358 -0.9707 1.0589 -0.909 -2.518 -0.199
H -1.6068 -2.2639 0.1653 0.085 -0.338 -0.654
H -2.8999 0.0684 -1.4222 -0.415 -0.355 -1.012
H -3.2586 -0.1532 -2.8872 0.987 0.847 -2.778
H -0.2185 4.5344 -1.2778 0.133 -0.577 1.325
H 1.1225 4.4054 -0.7799 3.044 0.457 -0.420
H 0.3738 -2.2996 -0.3833 1.136 -1.126 1.087
H 1.2054 -3.4322 -0.8753 0.196 0.016 0.966
H -3.6018 0.1592 0.2308 -0.240 -0.129 0.704
H -3.5000 -0.1827 1.8149 -1.730 0.005 -2.718
O 0.6307 1.1958 0.0932 -1.103 -1.214 -0.712
O 5.0122 -1.2037 -1.1605 -1.036 1.459 0.267
O 1.5489 0.8935 2.5000 -2.604 -1.794 -1.248
O -1.9090 -1.9244 0.9978 1.086 2.689 0.927
O -3.5254 -0.3634 -2.0407 -0.363 -0.476 3.500
O 0.2797 4.2081 -0.4815 -3.172 0.249 -0.936
O 1.0027 -2.9949 -0.0168 -1.172 1.113 -2.126
O -4.1082 -0.1996 0.9741 1.354 0.391 2.319
```
Positions in Å, forces in eV/Å.

Computed properties:
Gap between HOMO and LUMO (eV): 10.380
SMILES: O.O.O.O.O.O.O.O
Total energy (eV): -16637.4862
Charge: 0

=====

Entry 2:
Density functional theory data (the ωB97M-V functional and the def2-TZVPD basis) for 2 unconnected molecules or ions with the total composition C9H21NSi at a distorted geometry.

XYZ file:
```
32
Properties=species:S:1:pos:R:3:forces:R:3
C -0.5350 -1.7969 0.5667 1.946 -0.793 1.033
C -1.3110 1.9218 0.4068 0.671 2.533 -2.260
C -2.8035 0.0595 0.6701 1.522 0.814 2.710
C -1.5185 0.3284 -1.5813 1.015 2.016 0.981
C 1.8895 -1.1710 -1.5875 -0.584 0.490 -1.688
C 1.9649 1.6667 -0.3603 -0.006 -1.463 -1.726
C 2.6791 -0.6301 1.4550 0.202 0.347 -3.008
C -0.2839 -0.3840 0.4600 -1.582 2.422 4.109
C -1.4698 0.4934 0.0149 -0.109 -0.787 -1.513
N -1.4032 -2.4380 -0.0524 -1.225 1.759 -1.210
Si 1.5271 -0.1559 -0.0473 1.196 1.266 0.607
H 0.2735 -2.2022 1.2142 -0.595 -0.759 -0.068
H -2.2179 2.4214 0.6080 -1.733 0.020 0.246
H -0.9810 2.6051 -0.4337 0.356 -0.906 0.673
H -0.7609 2.1984 1.2690 1.122 -0.432 0.864
H -2.9004 -0.9614 0.4983 -0.941 -1.595 -0.308
H -3.7298 0.6339 0.5384 0.587 0.031 -0.667
H -2.5684 0.1657 1.8075 -0.542 -0.230 -1.582
H -1.6472 -0.7139 -1.8936 -0.095 0.475 0.034
H -2.3331 1.0174 -1.8300 -0.131 -0.549 -0.647
H -0.5717 0.8307 -2.0338 -1.406 -1.106 0.684
H 1.6954 -2.1679 -1.2873 0.496 -1.483 0.527
H 1.0743 -1.1705 -2.4541 1.979 0.877 1.507
H 2.9876 -1.0440 -1.9167 -1.902 -0.266 0.201
H 2.8823 1.9440 0.1406 0.113 0.228 -0.069
H 2.0200 1.7793 -1.4736 0.400 0.067 0.823
H 1.1397 2.2575 -0.0949 -0.810 1.087 0.726
H 3.1308 -1.5908 1.3184 0.291 -0.673 0.123
H 3.4600 0.1148 1.5459 0.274 0.131 -0.225
H 2.1459 -0.5802 2.3279 -1.465 -0.154 2.269
H -0.3598 -0.0473 2.0854 0.640 -0.837 -3.722
H -1.4753 -3.3839 0.1193 0.317 -2.530 0.577
```
Positions in Å, forces in eV/Å.

Computed properties:
Gap between HOMO and LUMO (eV): 9.827
Total energy (eV): -19038.3317
Charge: 0

=====

no.,lowest unoccupied orbital energy (eV),highest occupied orbital energy (eV)
1,-0.45,-10.8
2,0.47,-9.4